# 1
106
Properties=species:S:1:pos:R:3:lowdin_charge:R:1 method="wB97M-V/def2-TZVPD" e_above_lowest_ev=0.000 largest_force_ev_per_a=0.531 homo_energy_ha=-0.0600 gap_ev=5.82 total_charge=-2 multiplicity=1
H 4.06 1.66 1.07 0.058
H 2.53 0.26 5.27 0.056
H 2.34 -5.60 0.70 0.075
C 1.46 3.43 2.49 -0.130
C 3.38 2.30 3.61 -0.121
H 1.47 -6.42 -0.62 0.079
H 1.19 -2.62 1.62 0.033
C -0.56 -0.90 4.25 -0.139
C 3.58 -3.55 -2.51 -0.179
H 2.63 2.29 0.23 0.036
H 2.04 -1.40 4.93 0.053
H 2.24 -1.21 -0.16 -0.001
N 1.96 3.32 -2.14 0.124
H -2.84 -2.37 0.67 -0.011
C 4.06 -1.02 2.75 -0.119
H -1.72 1.50 2.58 -0.043
H 4.41 -3.28 -3.15 0.084
N 0.13 3.05 -0.56 -0.008
H -4.44 1.23 -0.38 -0.003
Si -3.07 2.13 -3.24 0.238
H -2.56 -3.51 -1.33 -0.030
H 0.73 -5.02 0.21 0.037
H 2.79 -3.30 1.92 0.076
H 1.26 -0.50 6.23 0.079
H -0.27 -1.86 3.81 0.063
H -5.15 2.59 -1.91 0.009
H -0.43 1.18 5.84 0.081
C -4.23 0.21 -0.07 -0.266
H -5.42 1.23 -3.00 -0.003
C -3.42 -3.10 -1.86 -0.251
N -0.29 5.16 -0.30 -0.120
H -4.90 -2.22 -4.49 0.018
H -5.39 2.88 -3.64 0.017
H 0.83 2.13 5.06 0.052
H -1.58 -2.00 -5.22 0.016
H 3.95 3.24 3.57 0.082
S 0.12 -2.78 -1.01 0.539
H 3.71 3.39 1.10 0.087
C -1.82 -2.67 -4.39 -0.262
H -2.32 -3.56 -4.78 0.016
C 1.64 -3.37 -1.54 -0.832
C 3.26 2.40 1.12 -0.128
H -1.51 -1.98 1.72 -0.019
N 0.73 5.09 -1.18 -0.002
H 4.64 -0.15 2.45 0.058
H 3.65 -0.21 0.16 0.060
H -4.40 -0.54 -4.72 -0.005
H 2.02 4.37 2.41 0.086
Si -2.45 0.08 0.60 0.274
C -4.94 2.20 -2.91 -0.239
C 0.95 3.79 -1.30 -0.537
N 2.46 -2.78 -2.42 -0.014
H 3.78 -1.98 0.22 0.085
H -3.48 1.26 2.56 0.023
C 3.13 -1.13 0.45 -0.161
C -2.89 2.01 -5.13 -0.263
N 2.24 -4.52 -1.09 -0.156
C 1.67 -5.45 -0.14 -0.080
C 1.68 -0.41 5.22 -0.127
H 4.69 -1.90 2.54 0.080
N 2.84 1.75 -3.65 0.034
Si -2.89 -1.79 -3.11 0.225
H -4.90 -0.05 0.75 0.025
N 1.81 0.92 -1.86 0.081
H 2.84 2.30 4.56 0.050
C 0.58 0.11 4.28 -0.680
H 3.90 -0.98 3.82 0.052
H -2.90 4.60 -3.30 0.025
C -2.38 3.80 -2.76 -0.253
H -2.69 2.40 1.44 0.013
H 0.72 3.42 1.70 0.026
H -2.46 3.98 -1.69 0.005
H 0.93 3.45 3.45 0.054
H -3.18 -1.65 2.25 0.024
Sb 1.24 0.42 2.17 1.625
Sb -1.52 0.27 -2.41 0.777
H -1.41 -0.52 3.68 0.049
H -3.88 -3.92 -2.43 0.022
H -0.91 -1.10 5.28 0.081
H -4.15 -2.73 -1.14 0.008
H -3.47 2.80 -5.62 0.017
C 2.44 2.25 2.41 -0.685
C 2.10 -2.49 2.22 -0.136
C 3.47 -4.64 -1.70 -0.121
C -2.59 1.43 1.94 -0.241
H -1.84 2.14 -5.40 0.018
N 2.89 0.44 -3.73 -0.011
Pd -0.30 0.43 -0.11 -0.021
C 0.04 1.41 4.88 -0.132
H -0.72 1.88 4.25 0.059
C -2.49 -1.64 1.40 -0.239
H -5.26 -1.01 -3.25 0.007
N -0.63 3.97 0.07 -0.122
H 1.86 -2.64 3.27 0.053
N 2.28 -0.02 -2.69 -0.051
H 2.30 3.99 -2.79 0.121
H 4.10 1.48 3.63 0.050
H -0.88 -2.97 -3.91 -0.004
H -3.21 1.04 -5.53 -0.004
H 2.20 -1.06 -2.55 0.078
H -1.31 3.86 -3.00 0.014
H -4.45 -0.45 -0.92 -0.020
C 2.77 -1.15 1.93 -0.684
C -4.51 -1.33 -3.98 -0.245
H 4.13 -5.47 -1.51 0.088
C 2.16 2.02 -2.52 -0.456



# 2
105
Properties=species:S:1:pos:R:3:lowdin_charge:R:1 method="wB97M-V/def2-TZVPD" smiles="COCCCCOC=O.CNC(C)=O.CNC(C)=O.CNC(C)=O.CNC(C)=O.CNC(C)=O.CNC(C)=O.CNC(C)=O" largest_force_ev_per_a=2.564 homo_energy_ha=-0.3340 gap_ev=9.52 multiplicity=1
N -7.42 0.28 -1.19 0.010
H 7.55 6.50 4.03 0.083
C 5.41 -3.09 -0.42 -0.005
H -6.88 0.39 -0.35 0.138
H -0.36 -0.13 -1.66 0.110
H -3.80 -1.09 -0.70 0.066
C 7.67 -1.46 0.59 -0.076
H -9.22 -0.46 -0.41 0.072
C 4.75 1.26 -5.20 -0.547
C -1.39 -2.71 4.06 -0.077
H 6.64 0.02 -0.52 0.136
C 7.00 0.55 -6.11 -0.084
H 4.87 -0.80 -4.61 0.091
H -2.81 -0.62 -2.04 0.084
C -10.65 -3.34 0.67 -0.016
C 3.55 2.29 -0.19 -0.062
H 4.51 -3.46 -0.89 0.078
N 5.80 1.36 -6.06 0.001
O -12.09 -2.43 -1.01 0.028
H 3.68 2.06 -1.25 0.083
H 6.26 -3.66 -0.79 0.086
C 2.40 4.75 0.92 -0.022
H 8.34 7.62 2.91 0.083
C 4.89 7.34 1.59 -0.011
H 4.53 7.21 2.61 0.088
N 6.61 -0.95 -0.26 0.012
H -12.35 -0.95 2.93 0.082
H 7.08 0.05 -7.08 0.081
H 0.42 -4.26 5.77 0.081
C -8.87 0.33 -1.08 -0.067
H 6.63 7.83 3.32 0.070
H 5.68 0.32 -3.50 0.074
C 1.71 -3.44 1.11 -0.326
H 7.52 -2.51 0.80 0.071
H -9.34 0.20 -2.05 0.075
N 2.13 2.47 0.09 0.014
H -11.61 -2.55 2.85 0.070
O 0.31 3.59 0.78 0.026
H -7.99 0.80 -3.84 0.085
N -1.95 -2.89 5.39 0.005
O 3.81 2.03 -5.28 0.031
H -13.36 -2.40 3.02 0.083
C 5.54 -1.62 -0.77 -0.529
C -1.61 -3.81 6.33 -0.558
C 1.38 -1.46 -0.06 -0.149
C -7.40 -0.08 -3.62 -0.008
C 4.81 0.18 -4.15 -0.023
O -2.18 -3.84 7.41 0.030
H 7.89 1.17 -5.97 0.080
C -6.67 0.09 -2.30 -0.541
H -9.96 -2.70 1.23 0.078
H -2.48 0.03 -0.43 0.088
H -0.61 -3.44 3.87 0.059
H 5.70 2.11 -6.73 0.136
H -6.66 -0.22 -4.40 0.082
H 3.14 4.48 1.68 0.085
O 2.31 -2.50 0.36 -0.066
C -0.05 -1.08 -2.09 -0.159
O 1.44 -4.56 0.70 0.078
H -2.17 -2.83 3.31 0.086
H 4.12 3.18 0.05 0.061
H 1.50 -3.18 2.16 0.138
H -8.04 -0.96 -3.58 0.086
C -1.01 -2.21 -1.72 -0.240
H 4.06 7.24 0.91 0.072
O -1.91 -1.92 -0.68 -0.192
O 5.75 5.48 0.35 0.024
H 0.00 -0.96 -3.16 0.113
H 7.69 -0.91 1.54 0.083
N 7.04 6.24 2.02 0.005
H 0.39 -1.68 0.31 0.112
H -10.13 -3.75 -0.19 0.082
O -5.45 0.07 -2.23 0.031
N -12.62 -1.94 1.11 0.005
C 5.91 6.28 1.26 -0.550
C -0.52 -4.79 5.98 -0.013
H 1.78 5.56 1.31 0.082
H -0.79 -5.39 5.11 0.084
H -9.17 1.29 -0.67 0.084
C 1.36 -1.38 -1.59 -0.166
H -10.97 -4.16 1.31 0.084
H 2.92 5.10 0.02 0.082
H 5.32 8.33 1.48 0.086
H 6.98 -0.21 -5.34 0.069
C 7.41 7.10 3.13 -0.077
H -1.53 -2.55 -2.62 0.121
H -2.69 -2.27 5.68 0.137
H -0.42 -3.06 -1.39 0.117
H 8.64 -1.33 0.10 0.082
H -0.97 -1.71 3.97 0.084
H 3.92 0.23 -3.54 0.060
H -13.39 -1.43 0.72 0.138
C 1.52 3.57 0.60 -0.554
H 1.73 -2.32 -1.97 0.122
C -11.83 -2.54 0.18 -0.563
C -12.47 -1.96 2.55 -0.078
H -0.36 -5.45 6.83 0.080
H 1.50 1.71 -0.10 0.116
O 4.73 -1.05 -1.47 0.019
H 7.68 5.51 1.75 0.137
H 2.06 -0.60 -1.88 0.092
C -2.79 -0.85 -0.98 -0.103
H 1.72 -0.53 0.37 0.111
H 3.93 1.44 0.39 0.077
H 5.31 -3.22 0.66 0.087



# 3
109
Properties=species:S:1:pos:R:3:lowdin_charge:R:1 method="wB97M-V/def2-TZVPD" largest_force_ev_per_a=6.606 homo_energy_ha="-0.0238 / -0.0237" gap_ev="4.22 / 4.22" total_charge=-2 multiplicity=2
H 0.88 -3.54 2.43 0.063
C -3.36 5.28 3.09 -0.181
C 0.65 4.95 1.96 -0.072
C 1.21 -2.64 1.91 -0.079
H 0.85 -2.02 2.73 0.064
C -1.80 -0.45 0.63 -0.776
H -3.08 -4.16 -0.48 0.108
C 3.56 2.82 1.03 -0.072
H 5.57 -1.72 2.90 0.095
H 2.69 0.44 -4.57 0.093
H -2.41 5.79 3.24 0.103
H 3.69 3.60 1.79 0.053
C 4.80 -0.82 1.01 -0.049
H -1.92 -1.90 -0.35 0.086
O -2.37 -1.17 -2.71 -0.517
H 0.67 -3.14 -3.17 0.049
O -1.80 3.33 -3.60 -0.371
O -2.29 0.63 -4.46 -0.385
H -5.39 -6.39 -2.95 0.107
C 2.03 2.78 0.58 -0.188
H 0.59 5.75 2.69 0.064
H 0.50 1.40 4.30 0.061
H 0.06 -3.56 -4.75 0.069
C -5.04 -3.63 -1.27 -0.157
P -2.99 -0.72 -4.08 -0.033
N 1.01 2.55 1.72 -0.227
H 3.77 -4.00 3.93 0.109
C -3.27 4.69 1.68 -0.165
H -5.39 -4.15 -3.32 0.126
H 1.81 0.10 -1.86 0.107
H 5.03 -2.93 1.68 0.099
O -1.62 3.96 -0.93 -0.518
O -2.39 -1.61 0.44 0.129
H 1.01 0.96 -6.24 0.056
H 4.92 -1.64 4.88 0.058
H 0.59 -2.63 1.01 0.078
O -3.02 -1.59 -5.33 -0.406
O -4.29 0.13 -4.17 -0.217
C 1.47 1.24 2.34 -0.220
H 1.78 3.59 -0.11 0.107
H -2.45 2.24 3.65 0.104
H 1.37 2.50 -5.68 0.068
H -4.12 6.05 3.04 0.106
C -5.37 -5.87 -2.00 -0.199
C 1.05 3.64 2.67 -0.253
C 3.39 -2.98 3.87 -0.290
C 4.81 -1.98 2.17 -0.203
C 0.14 -2.74 -4.04 -0.066
H -4.80 -2.65 -1.67 0.118
H 3.97 -2.74 5.94 0.067
H -4.73 4.08 4.29 0.103
O -2.64 3.40 1.93 -0.269
H 0.95 -1.43 -1.68 0.105
H 2.05 3.70 3.13 0.100
O -2.34 1.95 -1.79 -0.541
H 4.10 1.93 1.36 0.033
C -3.19 2.87 3.15 -0.165
H 1.65 0.49 1.57 0.103
Ca -0.88 0.40 -2.69 1.307
H 5.02 -1.14 -0.01 0.058
H -4.21 4.48 1.18 0.134
C 1.60 -0.86 -2.34 -0.254
H 0.89 -0.21 3.82 0.045
H 3.02 -3.68 1.28 0.119
H -3.11 4.22 4.90 0.095
C 0.50 0.74 3.44 -0.065
H 1.97 1.96 -0.13 0.085
H 3.16 -2.04 -1.62 0.046
H 3.93 -0.17 0.95 0.040
C 2.68 -2.70 1.59 -0.249
H 2.46 1.37 2.76 0.096
H 3.64 -1.21 -3.18 0.074
O -0.87 -0.06 -0.19 -0.210
H 2.65 -2.15 0.65 0.089
C 0.89 -1.46 -4.64 -0.200
H -6.01 -6.36 -1.26 0.106
Ca -1.10 2.32 0.38 1.382
H -2.67 5.27 0.98 0.106
C -3.72 -4.36 -1.34 -0.249
H -3.91 2.11 2.87 0.117
H 1.84 -1.94 -4.89 0.090
H 4.10 3.16 0.14 0.068
H 0.35 -1.08 -5.51 0.120
P -1.34 3.07 -2.15 -0.106
H 2.37 -3.24 4.14 0.108
H 3.21 -1.36 5.08 0.068
H -3.08 -4.04 -2.16 0.119
C -5.74 -4.43 -2.33 -0.188
C -3.68 4.10 3.98 -0.145
H -0.07 1.78 -5.12 0.057
O -2.29 0.43 1.36 -0.075
C 1.72 0.77 -4.18 -0.216
H 1.35 5.42 1.27 0.072
H -0.90 -2.51 -3.82 0.030
H -5.57 -3.57 -0.32 0.118
H 2.73 -2.70 -3.05 0.062
H -0.30 4.96 1.43 0.058
N 3.50 -2.19 2.70 -0.203
H 5.61 -0.20 1.39 0.051
O -0.13 2.21 -1.74 -0.621
N 1.03 -0.44 -3.60 -0.317
H -6.82 -4.26 -2.27 0.107
C 0.98 1.55 -5.32 -0.065
H 2.04 1.54 -3.47 0.102
H -0.52 0.52 3.14 0.061
C 2.85 -1.71 -2.61 -0.081
C 3.96 -2.15 5.02 -0.083
H 0.39 3.52 3.53 0.105
O -4.02 -5.71 -1.53 -0.140



# 4
108
Properties=species:S:1:pos:R:3:lowdin_charge:R:1 method="wB97M-V/def2-TZVPD" largest_force_ev_per_a=7.645 homo_energy_ha=-0.2921 gap_ev=7.91 multiplicity=1
C 6.15 0.05 -0.37 -0.028
H -0.12 -1.56 -2.68 0.085
C -0.96 -2.34 -0.72 -0.317
H -4.53 -2.20 -1.83 -0.028
C 0.04 -6.97 2.80 -0.027
H -0.51 -1.46 6.21 0.084
C 0.47 0.52 1.27 -0.250
C 1.22 2.87 0.02 -0.610
C 1.64 1.36 0.48 -0.342
C -0.78 1.76 4.49 -0.143
H -3.46 3.86 2.83 0.090
H 4.23 -1.73 -8.41 0.083
O -7.52 -1.42 0.99 -0.400
H -5.27 -1.42 2.59 0.142
H -3.98 2.56 1.56 0.089
H 2.55 7.86 -1.81 0.086
C 0.43 -2.19 4.44 -0.462
H -2.10 -2.25 -0.47 0.076
H 4.72 -0.06 -3.56 0.076
C -5.22 -0.34 2.10 -0.207
C 1.55 7.85 -1.37 -0.035
H 2.56 1.48 1.23 0.095
H 2.15 -3.46 4.32 0.092
H 1.91 -2.47 -5.47 0.091
O -6.90 0.99 0.02 -0.250
H 0.62 -0.63 0.95 0.075
H -0.49 -4.39 -0.71 0.032
O 3.80 -0.23 -6.45 0.046
H -0.82 -0.79 -4.63 0.065
H 0.93 -7.07 3.41 0.089
O 4.35 -1.18 -1.34 0.031
O 1.28 7.74 1.00 0.041
C -4.05 -0.24 0.92 -0.267
H 0.60 2.92 -1.00 0.057
H -7.83 1.23 -0.30 0.120
H 3.46 -3.09 -7.57 0.085
H -1.47 3.60 1.30 0.116
H 0.61 -4.23 3.82 0.065
H 2.49 -2.00 -8.61 0.085
N -3.73 -2.01 -2.51 -0.379
H -1.25 0.73 4.20 0.049
H 2.15 -8.08 1.24 0.088
H 1.43 10.51 -0.35 0.085
H 0.73 3.53 0.86 0.044
O -7.92 0.63 2.45 -0.393
C 3.05 -1.17 -6.72 -0.485
H 0.55 2.78 2.90 0.097
S -6.96 -0.02 1.40 0.801
H -0.61 -7.85 2.91 0.090
H -4.65 0.28 -1.74 -0.023
H 0.93 -2.45 6.50 0.089
C 5.24 -0.34 -1.50 -0.496
C -1.65 2.66 2.02 -0.374
H 0.40 -3.47 -1.77 0.072
H 0.32 1.51 4.89 0.090
C 1.83 -1.47 -5.89 -0.041
H 1.19 6.82 -1.33 0.064
C -0.58 2.82 3.25 -0.259
C 0.43 -6.81 1.35 -0.472
H -3.40 2.02 3.37 0.068
H 1.76 -0.75 -5.07 0.065
C 0.04 -2.35 5.88 -0.015
H -0.51 -6.09 3.12 0.071
O 0.13 -1.18 3.80 0.020
H 0.77 0.54 2.42 0.085
H 6.04 1.12 -0.17 0.078
C 2.09 9.83 0.19 -0.030
P -0.84 1.35 -3.79 0.450
H 5.31 1.40 -2.74 0.081
Si -1.60 0.34 -1.93 0.224
C 1.20 -7.94 0.71 -0.020
C -3.24 2.76 2.48 -0.120
H 1.41 -7.69 -0.33 0.089
H -0.73 3.91 3.70 0.123
H -1.34 2.31 5.36 0.081
H 7.18 -0.18 -0.63 0.085
P -3.64 -0.40 -2.56 0.569
H -2.71 0.02 2.74 0.078
H 0.93 -1.38 -6.51 0.084
H -2.07 -1.36 1.64 0.092
O -0.26 0.03 -4.83 -0.476
C -2.54 -0.27 1.60 -0.229
O 0.13 -5.81 0.72 0.038
C 5.45 0.32 -2.84 -0.018
I 3.14 3.90 -0.46 0.646
H 2.08 10.10 1.25 0.084
O -1.65 1.60 -0.73 -0.384
N -0.60 -3.65 -1.46 -0.041
H -0.41 -2.44 0.33 0.103
H 2.10 0.78 -0.46 0.101
H 6.46 0.10 -3.20 0.088
C 1.61 8.41 0.03 -0.495
H 0.61 -8.86 0.74 0.089
H 5.88 -0.51 0.53 0.082
H -3.91 0.01 -3.93 -0.036
Cl -2.38 2.44 -4.75 0.084
H 3.12 9.92 -0.18 0.085
H 0.70 -0.71 -1.22 0.091
C -0.36 -1.09 -1.61 -0.269
Si -1.33 1.07 0.90 0.522
H -4.22 0.77 0.35 0.071
H 0.87 8.45 -1.97 0.085
H -0.61 -3.22 6.00 0.088
H -5.02 0.41 2.98 0.103
C 3.32 -2.06 -7.91 -0.030
C 1.20 -3.31 3.80 -0.008
H 1.41 -3.06 2.75 0.087
H -4.22 -1.20 0.24 0.106